No. 1
C30H62BCl4CsF4N2O4S | ωB97M-V/def2-TZVPD

Output
Total charge ... +2
Max |F| ... 6.072 eV/A
Highest occupied orbital energy ... -13.52 eV
Frontier orbital gap ... 8.413 eV

Cartesian coordinates (Å):
Cs  0.45  -2.80  -3.43
C  2.84  -6.79  2.47
C  1.79  -5.80  1.87
C  2.43  -4.55  1.14
C  3.47  -3.73  1.96
N  4.05  -2.50  1.27
C  4.86  -1.64  2.28
C  4.99  -0.26  1.61
C  3.61  -0.14  0.92
C  3.03  -1.48  0.69
C  5.07  -2.94  0.26
H  2.42  -7.69  2.91
H  3.37  -6.25  3.25
H  3.56  -7.23  1.77
H  1.10  -5.48  2.64
H  1.16  -6.25  1.10
H  1.64  -3.87  0.82
H  2.91  -4.81  0.19
H  4.29  -4.36  2.32
H  2.96  -3.29  2.82
H  5.74  -2.17  2.65
H  4.24  -1.53  3.17
H  5.82  -0.23  0.90
H  5.07  0.51  2.38
H  3.67  0.31  -0.07
H  2.84  0.41  1.48
H  2.80  -1.84  -0.31
H  2.19  -1.55  1.38
H  5.67  -3.68  0.79
H  5.63  -2.06  -0.06
H  4.57  -3.38  -0.61
C  -4.86  4.62  -0.86
C  -3.63  3.66  -0.92
C  -3.04  3.50  -2.35
C  -1.85  2.54  -2.36
N  -1.01  2.46  -3.73
C  0.31  1.67  -3.59
C  1.40  2.44  -4.27
C  0.77  3.57  -4.99
C  -0.52  3.87  -4.18
C  -1.94  1.85  -4.80
H  -5.25  4.80  0.14
H  -5.68  4.28  -1.49
H  -4.46  5.57  -1.23
H  -3.92  2.61  -0.79
H  -2.88  3.96  -0.20
H  -2.86  4.52  -2.67
H  -3.83  3.16  -3.02
H  -2.20  1.56  -2.06
H  -1.12  2.81  -1.60
H  0.19  0.62  -3.89
H  0.47  1.68  -2.51
H  2.12  1.92  -4.91
H  2.03  2.84  -3.48
H  0.55  3.08  -5.93
H  1.47  4.39  -5.12
H  -1.37  4.29  -4.71
H  -0.27  4.42  -3.27
H  -2.22  0.81  -4.58
H  -1.33  1.56  -5.66
H  -2.74  2.54  -5.07
B  -0.47  -1.26  -0.61
F  -0.07  -2.58  -0.39
F  0.56  -0.44  -1.15
F  -1.41  -1.34  -1.65
F  -0.91  -0.69  0.59
C  1.46  3.15  2.28
C  2.71  4.02  2.01
C  2.38  5.01  0.88
S  1.59  3.91  -0.43
O  2.75  3.28  -1.01
O  0.61  4.55  -1.25
C  0.79  2.85  0.93
H  0.81  3.80  2.87
H  1.66  2.21  2.79
H  3.59  3.49  1.66
H  3.08  4.56  2.88
H  3.14  5.64  0.43
H  1.51  5.59  1.20
H  0.67  1.78  0.77
H  -0.18  3.32  1.07
O  -5.15  3.02  2.22
C  -4.21  2.26  2.66
O  -3.63  1.33  1.84
C  -2.53  0.74  2.50
C  -2.70  1.04  4.03
C  -3.63  2.25  4.04
H  -1.58  1.19  2.22
H  -2.52  -0.31  2.23
H  -1.72  1.02  4.53
H  -3.13  0.11  4.42
H  -3.12  3.17  4.33
H  -4.44  1.97  4.71
Cl  -6.00  -5.37  -2.78
C  -5.04  -3.99  -2.33
C  -3.64  -4.18  -1.73
Cl  -2.45  -5.12  -2.74
H  -5.68  -3.35  -1.73
H  -4.94  -3.37  -3.23
H  -3.68  -4.60  -0.72
H  -3.28  -3.17  -1.54
Cl  -1.07  -3.22  4.19
C  -1.18  -3.07  2.36
C  -1.61  -4.36  1.62
Cl  -3.22  -4.93  2.11
H  -0.22  -2.71  1.98
H  -1.97  -2.35  2.15
H  -0.97  -5.24  1.77
H  -1.57  -4.19  0.55

Results of the Löwdin charge analysis, in e, for atoms 1 through 2: 1.02, -0.08

---

No. 2
C4H33NO15 | ωB97M-V/def2-TZVPD

Output
Max |F| ... 4.015 eV/A
Highest occupied orbital energy ... -9.87 eV
Frontier orbital gap ... 9.890 eV

Cartesian coordinates (Å):
C  0.77  2.87  -0.27
N  1.01  1.64  -0.76
C  0.81  1.34  -2.17
C  1.18  0.55  0.20
C  2.21  0.85  1.31
O  1.91  0.56  2.45
O  0.82  3.09  0.94
H  0.49  3.68  -0.96
H  1.74  1.42  -2.71
H  0.40  0.35  -2.35
H  0.13  2.01  -2.65
H  1.39  -0.37  -0.30
H  0.25  0.54  0.78
H  3.23  1.24  1.14
H  0.70  -1.69  4.31
H  0.69  -0.25  3.69
O  0.10  -1.01  3.94
H  -1.96  1.38  -2.63
H  -1.79  0.97  -3.99
O  -2.12  1.76  -3.51
H  3.41  -2.03  -0.26
H  4.22  -1.63  0.91
O  3.44  -1.34  0.43
H  0.53  -3.16  -2.88
H  0.19  -2.80  -1.43
O  0.87  -2.61  -2.16
H  2.29  -3.45  -1.59
H  2.27  -3.54  -0.05
O  2.88  -3.58  -0.83
H  -3.18  0.78  -0.93
H  -2.80  -0.39  -0.04
O  -2.94  -0.15  -0.99
H  3.27  1.96  -1.04
H  3.79  0.48  -0.88
O  4.03  1.39  -1.13
H  -2.64  -0.78  -2.77
H  -1.42  -1.55  -2.50
O  -1.88  -1.11  -3.20
H  -3.19  1.33  1.57
H  -4.59  0.81  1.17
O  -3.98  1.56  1.06
H  0.50  2.34  2.35
H  -0.30  3.63  2.35
O  -0.35  2.71  2.66
H  -2.02  -0.47  1.82
H  -2.52  -1.93  2.05
O  -2.05  -1.38  1.43
H  -1.58  0.49  4.00
H  -1.45  1.31  2.72
O  -2.03  0.64  3.16
H  -1.45  -2.41  0.20
H  -2.04  -3.05  -1.11
O  -1.23  -2.97  -0.58

Results of the Löwdin charge analysis, in e, for atoms 1 through 2: -0.23, -0.13

---

No. 3
C28H29N3PdSi | ωB97M-V/def2-TZVPD

Output
Max |F| ... 5.645 eV/A
Highest occupied orbital energy (alpha / beta) ... -5.25 / -6.17 eV
Frontier orbital gap (alpha / beta) ... 5.653 / 6.540 eV
2S+1 ... 3
⟨S²⟩ ... 2.01

Cartesian coordinates (Å):
C  0.16  2.24  1.38
C  -1.04  2.32  0.57
C  -2.15  1.92  1.38
H  -1.08  2.64  -0.49
C  -1.69  1.76  2.71
C  -0.28  1.96  2.72
H  0.35  1.98  3.60
H  1.17  2.51  1.06
H  -3.18  1.92  1.05
H  -2.31  1.56  3.58
Pd  -0.60  0.16  1.01
C  -0.49  -1.06  -0.50
H  -1.51  -0.84  -0.27
H  0.19  -1.66  0.10
H  -0.41  -1.51  -1.55
Si  0.76  0.70  -2.51
C  2.27  -0.41  -2.91
C  3.28  0.52  -3.18
H  3.07  1.55  -3.09
C  4.51  0.08  -3.56
H  5.28  0.77  -3.73
C  4.80  -1.27  -3.69
H  5.82  -1.59  -3.88
C  3.81  -2.20  -3.41
H  4.07  -3.26  -3.47
C  2.52  -1.81  -3.03
H  1.79  -2.60  -2.79
C  -1.04  0.89  -3.10
C  -0.80  1.47  -4.37
H  0.03  1.13  -5.03
C  -1.62  2.50  -4.74
H  -1.38  3.07  -5.63
C  -2.76  2.77  -3.96
H  -3.39  3.58  -4.26
C  -3.12  2.00  -2.84
H  -4.04  2.17  -2.29
C  -2.28  0.96  -2.44
H  -2.59  0.22  -1.68
H  0.61  0.59  -0.93
H  1.27  2.10  -2.73
N  -0.30  -1.04  4.00
C  -1.57  -1.24  3.51
C  -2.62  -1.52  4.42
C  -3.90  -1.75  3.93
C  -4.10  -1.76  2.54
C  -3.04  -1.47  1.71
N  -1.84  -1.11  2.21
C  0.90  -1.05  3.29
C  2.05  -1.19  4.08
C  3.25  -1.33  3.39
C  3.28  -1.28  1.99
C  2.13  -1.03  1.30
N  0.96  -0.89  1.97
H  -0.23  -1.32  4.99
H  -2.39  -1.51  5.50
H  -4.74  -1.92  4.61
H  -5.06  -1.98  2.12
H  -3.12  -1.44  0.64
H  1.96  -1.20  5.17
H  4.18  -1.46  3.94
H  4.17  -1.44  1.37
H  2.05  -0.89  0.21

Results of the Löwdin charge analysis, in e, for atoms 1 through 2: -0.21, -0.21

---

No. 4
C2H8O2 | ωB97M-V/def2-TZVPD

Output
Max |F| ... 1.756 eV/A
Highest occupied orbital energy ... -10.03 eV
Frontier orbital gap ... 10.758 eV
SMILES ... [H][H].CC=O.O

Cartesian coordinates (Å):
H  -4.57  1.20  -2.74
H  -4.23  0.56  -2.94
C  1.39  0.71  0.93
C  1.35  -0.54  1.77
O  2.32  -1.19  2.05
H  1.18  0.39  -0.08
H  2.44  1.00  0.99
H  0.81  1.54  1.29
H  0.36  -0.82  2.19
O  -0.66  -0.69  -1.21
H  0.28  -0.57  -1.38
H  -0.69  -1.59  -0.86

Results of the Löwdin charge analysis, in e, for atoms 1 through 2: 0.00, 0.00

---

No. 5
H18O9 | ωB97M-V/def2-TZVPD

Output
Max |F| ... 0.444 eV/A
Highest occupied orbital energy ... -11.19 eV
Frontier orbital gap ... 10.788 eV
SMILES ... O.O.O.O.O.O.O.O.O

Cartesian coordinates (Å):
O  -0.39  0.09  0.75
H  0.07  0.06  1.60
H  0.29  -0.06  0.10
O  0.89  2.61  0.40
H  1.57  2.09  0.85
H  0.52  2.00  -0.24
O  0.48  0.41  -3.86
H  -0.11  -0.35  -3.82
H  0.66  0.52  -4.80
O  -2.42  -1.35  2.00
H  -1.53  -1.64  2.21
H  -2.89  -2.16  1.76
O  -3.05  2.96  3.06
H  -3.33  2.70  3.95
H  -2.71  2.15  2.68
O  3.45  -0.21  -2.65
H  2.78  -0.12  -1.96
H  3.25  0.49  -3.28
O  4.82  -0.39  1.08
H  5.69  -0.70  1.34
H  4.36  -0.23  1.91
O  -2.91  1.15  -2.33
H  -2.47  0.74  -1.58
H  -3.19  2.01  -1.99
O  -1.23  -4.64  0.92
H  -1.54  -4.13  1.68
H  -1.08  -3.98  0.23

Results of the Löwdin charge analysis, in e, for atoms 1 through 2: -0.05, 0.05

---

No. 6
C5H12OS2 | ωB97M-V/def2-TZVPD

Output
Max |F| ... 2.109 eV/A
Highest occupied orbital energy ... -9.01 eV
Frontier orbital gap ... 9.716 eV
SMILES ... CCSSCCCO

Cartesian coordinates (Å):
C  1.63  -2.62  1.31
C  2.36  -2.25  0.02
S  1.27  -1.86  -1.34
S  0.95  0.16  -1.30
C  -0.43  0.26  -0.17
C  -1.07  1.65  0.00
C  -2.09  2.20  -0.96
O  -2.97  3.18  -0.38
H  1.97  -2.17  2.27
H  1.66  -3.66  1.65
H  0.60  -2.26  1.35
H  3.10  -1.51  0.32
H  2.94  -3.07  -0.39
H  -0.12  0.06  0.85
H  -1.19  -0.41  -0.56
H  -0.31  2.43  0.10
H  -1.47  1.67  1.02
H  -1.59  2.73  -1.77
H  -2.69  1.43  -1.45
H  -2.57  4.03  -0.58

Results of the Löwdin charge analysis, in e, for atoms 1 through 2: -0.19, -0.62

---

No. 7
C5H5N | ωB97M-V/def2-TZVPD

Output
Max |F| ... 0.886 eV/A
Highest occupied orbital energy ... -9.64 eV
Frontier orbital gap ... 9.037 eV

Cartesian coordinates (Å):
C  -1.38  -0.61  0.39
C  -0.38  0.01  -0.58
C  0.86  -0.54  -0.79
C  2.12  -0.48  -0.61
C  2.22  0.64  0.14
N  1.73  1.58  0.69
H  -0.86  -1.09  1.23
H  -2.00  -1.37  -0.10
H  -2.04  0.16  0.79
H  0.55  1.13  0.24
H  -0.82  0.56  -1.41

Results of the Löwdin charge analysis, in e, for atoms 1 through 2: -0.11, -0.23

---

No. 8
C23H29INRuSb2Se | ωB97M-V/def2-TZVPD

Output
Total charge ... +3
Max |F| ... 0.666 eV/A
Highest occupied orbital energy (alpha / beta) ... -16.47 / -16.47 eV
Frontier orbital gap (alpha / beta) ... 4.776 / 4.874 eV

Cartesian coordinates (Å):
Ru  -0.28  1.53  1.25
C  3.12  1.68  -0.94
Sb  2.08  0.64  0.60
C  2.16  -1.36  -0.06
C  3.43  0.68  2.28
C  3.42  -0.64  3.01
C  4.37  -1.60  2.66
C  4.41  -2.83  3.27
C  3.50  -3.13  4.27
C  2.56  -2.18  4.64
C  2.51  -0.93  4.02
C  1.49  0.06  4.50
Sb  -0.33  -0.07  3.37
C  -1.85  0.49  4.73
C  -0.61  -2.14  3.03
H  4.12  1.26  -0.97
H  3.18  2.74  -0.71
H  2.64  1.51  -1.90
H  3.21  -1.62  -0.18
H  1.65  -1.47  -1.02
H  1.71  -2.02  0.68
H  3.20  1.55  2.89
H  4.40  0.85  1.81
H  5.12  -1.35  1.90
H  5.17  -3.56  3.00
H  3.53  -4.09  4.77
H  1.87  -2.40  5.45
H  1.81  1.10  4.47
H  1.17  -0.16  5.52
H  -1.92  -0.28  5.49
H  -2.81  0.58  4.22
H  -1.58  1.43  5.20
H  -0.81  -2.61  3.99
H  0.30  -2.56  2.60
H  -1.46  -2.29  2.36
I  -1.82  3.50  2.62
C  -0.93  4.33  0.91
C  -1.07  5.63  0.51
C  -0.44  6.00  -0.67
C  0.27  5.05  -1.39
C  0.37  3.77  -0.90
N  -0.22  3.40  0.25
H  -1.66  6.33  1.10
H  -0.53  7.02  -1.03
H  0.75  5.31  -2.33
H  0.91  3.00  -1.44
Se  -1.08  0.03  -0.15
C  -2.92  -0.20  -0.07
C  -3.45  -0.93  -1.13
C  -4.82  -1.15  -1.15
C  -5.62  -0.66  -0.13
C  -5.07  0.07  0.93
C  -3.71  0.31  0.97
H  -2.82  -1.33  -1.91
H  -5.25  -1.72  -1.96
H  -6.68  -0.84  -0.14
H  -5.71  0.43  1.73
H  -3.27  0.87  1.78

Results of the Löwdin charge analysis, in e, for atoms 1 through 2: 0.13, -0.27

---

No. 9
C15H31O12Zn | ωB97M-V/def2-TZVPD

Output
Total charge ... +1
Max |F| ... 4.367 eV/A
Highest occupied orbital energy ... -11.64 eV
Frontier orbital gap ... 3.643 eV

Cartesian coordinates (Å):
Zn  0.84  0.94  2.06
O  -0.89  2.25  0.62
H  -1.58  2.93  0.54
C  -0.52  -0.95  -3.83
O  0.67  -1.31  -4.52
C  1.00  -2.56  -4.58
O  0.48  -3.45  -3.90
O  1.91  -2.68  -5.56
C  2.35  -3.97  -5.95
H  -0.38  -0.89  -2.75
H  -1.33  -1.60  -4.16
H  -0.83  0.04  -4.16
H  1.58  -4.73  -6.09
H  2.96  -4.32  -5.12
H  3.02  -3.97  -6.81
C  2.66  4.70  -0.26
O  3.88  4.11  -0.65
C  4.03  2.80  -0.24
O  3.22  2.16  0.45
O  5.28  2.37  -0.68
C  5.79  1.16  -0.20
H  1.74  4.16  -0.47
H  2.70  5.67  -0.76
H  2.79  4.82  0.82
H  6.79  1.06  -0.62
H  5.16  0.37  -0.60
H  5.89  1.16  0.88
C  -0.66  -1.78  6.17
O  -1.95  -1.35  5.88
C  -2.22  -0.56  4.77
O  -1.44  -0.34  3.83
O  -3.47  -0.04  4.92
C  -4.03  0.84  3.92
H  -0.76  -2.67  6.79
H  -0.11  -0.96  6.63
H  -0.19  -2.13  5.25
H  -3.35  1.59  3.51
H  -4.88  1.39  4.30
H  -4.35  0.20  3.10
C  0.06  -4.18  0.81
C  1.10  -3.07  0.58
O  0.72  -1.91  0.43
C  2.54  -3.49  0.42
H  -0.94  -3.76  0.98
H  0.31  -4.79  1.68
H  0.04  -4.86  -0.03
H  2.56  -4.49  -0.02
H  3.00  -3.50  1.41
H  3.08  -2.67  -0.06
C  -4.41  1.99  -1.24
C  -4.88  3.20  -0.52
O  -5.87  3.14  0.27
C  -4.17  4.48  -0.74
H  -3.55  2.23  -1.86
H  -5.24  1.68  -1.87
H  -4.06  1.16  -0.63
H  -4.73  5.23  -0.17
H  -4.11  4.71  -1.81
H  -3.24  4.45  -0.17

Results of the Löwdin charge analysis, in e, for atoms 1 through 2: 1.25, -0.30

---

No. 10
C4H4ClN | ωB97M-V/def2-TZVPD

Output
Max |F| ... 4.322 eV/A
Highest occupied orbital energy ... -10.51 eV
Frontier orbital gap ... 10.680 eV
SMILES ... N#C/C=C/CCl

Cartesian coordinates (Å):
N  3.87  1.03  -0.13
C  2.75  0.84  -0.04
C  1.41  0.45  0.10
C  0.27  1.10  -0.11
C  -0.93  0.13  0.04
Cl  -2.44  1.07  -0.24
H  1.30  -0.65  0.32
H  0.21  2.16  -0.27
H  -0.91  -0.06  1.16
H  -0.78  -0.50  -0.78

Results of the Löwdin charge analysis, in e, for atoms 1 through 2: 0.16, -0.24

---

What is the max |F| in the first record?
6.072 eV/A